# 1
ORCA calculation (wB97M-V/def2-TZVPD) on a structure of composition C24H36F6O12Zn.

Each line ends with the Mulliken charge.
Element x y z (Å)
C1 -0.981 4.983 1.823  -0.66
H1 4.847 2.318 -1.333  0.36
H2 -0.840 -4.902 -3.474  0.40
H3 0.544 -5.579 -2.876  0.41
H4 -0.958 2.210 6.392  0.31
H5 -1.975 5.114 2.250  0.37
O1 -0.372 0.084 2.709  -1.16
H6 -2.533 1.643 5.803  0.22
C2 4.675 -0.438 0.128  0.81
H7 -3.709 -0.311 -2.159  0.40
H8 2.163 -1.422 -5.066  0.39
C3 -3.264 -0.986 -1.428  0.60
C4 -1.177 1.767 4.289  0.16
C5 0.083 -0.974 -4.557  -0.47
H9 0.925 4.483 -0.483  0.31
H10 -2.042 5.318 0.082  0.30
F1 -1.528 -4.543 1.322  -0.23
O2 -1.888 0.226 0.244  0.04
H11 -2.305 -1.337 -1.808  -0.83
O3 2.286 0.010 1.022  -0.44
F2 0.182 -5.737 0.940  -0.24
C6 1.583 -0.776 -4.407  -0.82
F3 4.312 -1.726 0.012  -0.22
C7 1.850 -0.904 -2.903  0.63
C8 -4.290 -1.956 -0.992  -0.63
C9 3.474 0.558 0.533  -0.33
C10 -0.087 4.229 -0.166  -0.19
H12 1.948 -1.956 -2.637  0.15
O4 -0.080 -2.068 0.803  -0.40
H13 -0.370 2.483 4.133  0.14
C11 -4.896 -1.411 0.256  -0.53
H14 -0.684 6.363 0.116  0.33
F4 5.192 -0.066 -1.092  -0.26
O5 -0.804 -0.441 4.755  -0.41
O6 0.674 -3.712 -0.701  -0.47
H15 -1.942 -0.385 6.529  0.34
H16 1.535 -3.397 0.947  0.24
H17 2.000 2.852 -2.127  0.07
O7 -0.431 -0.626 -3.272  -0.41
O8 -0.724 3.585 1.993  -0.11
H18 3.220 4.070 -2.488  0.40
H19 -2.038 2.187 3.770  0.23
C12 -0.140 3.118 0.867  0.01
C13 -0.193 -4.584 1.428  0.65
H20 -3.795 -2.911 -0.817  0.21
F5 5.618 -0.429 1.054  -0.28
H21 -0.134 0.179 6.523  0.32
H22 -0.238 5.556 2.378  0.31
H23 -1.054 -3.128 -1.820  -0.30
H24 3.887 1.226 1.288  0.37
H25 1.784 0.240 -4.747  0.30
Zn1 0.236 -0.009 0.737  3.02
C14 -0.749 0.428 3.806  0.10
C15 3.061 3.004 -2.322  -0.98
H26 -1.102 -4.716 -1.100  0.58
H27 3.788 3.275 -0.266  0.39
C16 0.037 -4.614 -2.895  -1.49
C17 0.506 -0.393 -2.397  -0.38
C18 3.814 2.523 -1.055  -0.48
C19 -2.900 -0.354 -0.092  0.20
H28 -5.091 -2.002 -1.729  0.37
H29 -0.111 -2.032 -4.731  0.30
O9 0.310 0.082 -1.306  -0.16
C20 -1.101 0.094 6.028  -0.40
H30 2.650 -0.255 -2.548  -0.25
O10 -3.875 -0.541 0.814  -0.36
H31 -0.337 -0.300 -5.304  0.35
H32 -5.215 -2.189 0.949  0.34
C21 -1.454 1.526 5.704  -0.70
F6 0.069 -4.673 2.776  -0.29
H33 -0.526 3.942 -1.122  0.21
O11 0.165 1.943 0.733  -0.26
O12 3.059 1.358 -0.574  -0.01
C22 -0.987 5.344 0.356  -0.63
C23 0.477 -3.374 0.687  -0.14
C24 -0.438 -3.994 -1.574  0.46
H34 -5.696 -0.737 -0.053  0.32
H35 0.673 -3.872 -3.378  0.17
H36 3.430 2.441 -3.179  0.33

Properties
total charge = +1
2S+1 = 2
orbital gap (alpha / beta) = 10.29 / 4.62 eV

# 2
ORCA calculation (wB97M-V/def2-TZVPD) on the ion C17H11N4O6 with charge -1.

Each line ends with the Mulliken charge.
Element x y z (Å)
C1 2.910 2.530 -0.688  -0.30
O1 3.588 -0.874 2.408  -0.75
C2 0.903 2.091 1.516  0.12
C3 -0.927 -3.057 3.192  -0.09
C4 3.952 1.813 -2.744  -0.38
N1 -1.432 -4.098 3.399  -0.63
C5 -0.837 0.628 3.098  -0.89
H1 2.979 0.151 -3.760  0.33
C6 0.969 1.200 0.310  0.29
O2 -3.029 0.408 3.643  -0.24
H2 -0.681 5.132 2.214  0.38
C7 3.913 2.680 -1.628  -0.71
H3 1.111 4.843 2.334  0.35
C8 0.111 4.390 2.391  -1.39
H4 1.190 -0.111 -2.018  0.41
H5 1.752 -2.231 2.821  0.46
C9 0.998 -1.439 2.932  -0.50
H6 1.875 2.173 1.992  1.04
C10 0.521 1.050 2.920  1.22
C11 1.436 -0.095 2.853  -1.22
C12 1.915 1.549 -0.844  0.34
H7 0.048 4.012 3.419  0.30
H8 2.893 3.119 0.235  0.28
C13 -0.363 -1.780 2.967  0.26
H9 4.644 3.490 -1.518  0.34
O3 3.215 1.321 2.433  -0.74
N2 -2.624 -0.882 3.346  -0.65
C14 -0.060 3.246 1.430  0.64
N3 2.823 0.103 2.540  1.11
H10 0.771 1.904 3.652  0.70
N4 -1.942 1.390 3.469  0.71
O4 0.357 0.122 0.267  -0.65
O5 -1.045 3.189 0.664  -0.65
H11 4.781 1.899 -3.461  0.34
C15 -1.303 -0.699 3.049  0.80
C16 2.970 0.814 -2.884  -0.45
C17 1.944 0.681 -1.955  -0.46
O6 -2.100 2.572 3.720  -0.73

Properties
total charge = -1
2S+1 = 1
orbital gap = 6.87 eV

# 3
ORCA calculation (wB97M-V/def2-TZVPD) on the ion C10H12N3O with charge +1.

Each line ends with the Mulliken charge.
Element x y z (Å)
H1 0.612 -3.885 -2.774  0.38
H2 2.394 -4.495 -1.165  0.29
C1 -1.274 3.148 -0.041  -0.45
C2 1.702 -1.263 -0.009  -0.62
C3 0.665 -0.969 -0.911  0.34
N1 -0.558 1.173 -1.202  -0.15
H3 -0.397 -1.677 -2.534  0.24
N2 -0.644 0.463 2.540  -0.45
C4 0.910 -3.200 -1.965  -0.04
H4 -0.708 3.227 2.082  0.36
H5 -3.031 1.824 1.129  0.40
C5 -0.158 0.086 -0.929  0.45
C6 -1.281 1.387 1.690  0.13
C7 -1.167 2.358 -1.184  -0.21
H6 1.822 -0.554 0.799  0.37
H7 -1.443 4.245 0.076  0.37
C8 2.289 -2.515 -0.093  -0.27
O1 -2.537 1.026 1.475  -0.49
H8 -0.769 -0.434 2.245  0.23
N3 0.365 -1.939 -1.943  -0.10
H9 0.506 2.452 1.113  0.31
H10 3.075 -2.810 0.559  0.43
C9 1.769 -3.526 -0.966  -0.62
H11 -1.810 2.456 -2.032  0.39
C10 -0.580 2.632 1.184  -0.52
H12 0.246 0.791 2.858  0.25

Properties
total charge = +1
2S+1 = 3
orbital gap (alpha / beta) = 4.33 / 7.58 eV

# 4
ORCA calculation (wB97M-V/def2-TZVPD) on a structure of composition C2H2FHgO.

Each line ends with the Mulliken charge.
Element x y z (Å)
C1 -0.576 0.340 -0.683  -0.51
H1 -1.460 0.111 -0.085  0.34
F1 1.213 -0.493 2.137  -0.61
H2 -0.103 1.320 -0.607  0.34
C2 -0.458 -0.312 -1.878  0.80
O1 -0.408 -0.776 -2.917  0.00
Hg1 1.793 -0.191 4.032  0.64

Properties
total charge = +1
2S+1 = 3
orbital gap (alpha / beta) = 6.35 / 6.07 eV

# 5
ORCA calculation (wB97M-V/def2-TZVPD) on a structure of composition C8H18O.

Each line ends with the Mulliken charge.
Element x y z (Å)
C1 0.085 -0.511 -2.201  -1.49
C2 -1.380 1.528 -2.435  -1.60
C3 -0.434 -1.980 1.349  -0.93
H1 0.467 -0.396 -3.216  0.44
C4 0.961 1.739 -1.522  -1.47
H2 -1.653 2.493 -2.006  0.39
H3 1.734 1.243 -0.936  0.33
C5 0.018 -0.763 2.044  1.03
C6 -0.281 0.853 -1.616  1.43
H4 2.020 -0.123 2.529  0.34
H5 -0.789 -1.163 -2.247  0.35
H6 -0.666 0.698 -0.600  -0.22
H7 -0.244 -1.416 4.064  0.38
H8 -1.476 -0.304 3.495  0.34
H9 0.236 0.413 1.362  -0.05
H10 -1.286 -2.476 1.801  0.39
H11 0.725 2.698 -1.057  0.36
C7 1.419 -0.436 1.639  -0.21
H12 -2.277 0.908 -2.473  0.38
H13 0.132 0.307 3.914  0.41
H14 0.577 -2.527 1.218  0.25
H15 1.359 1.939 -2.518  0.43
O1 1.951 -1.102 0.712  -0.57
H16 0.846 -0.990 -1.586  0.31
C8 -0.410 -0.522 3.463  -1.48
H17 -0.591 -1.810 0.281  0.11
H18 -1.043 1.698 -3.459  0.36

Properties
2S+1 = 1
orbital gap = 9.90 eV

# 6
ORCA calculation (wB97M-V/def2-TZVPD) on the molecule C6H9Br2NO.

Each line ends with the Mulliken charge.
Element x y z (Å)
C1 0.289 0.334 0.134  1.88
H1 -0.771 0.357 2.098  0.44
C2 -0.144 0.631 -1.303  -1.75
C3 -0.405 -2.867 -0.334  0.61
C4 1.155 -0.967 0.141  -0.76
H2 1.405 1.310 1.727  0.44
H3 -0.844 1.462 -1.328  0.40
H4 0.600 2.417 0.606  0.42
H5 2.029 -0.793 -0.492  0.33
Br1 -2.472 -0.427 0.502  -0.01
N1 0.488 -2.086 -0.398  -0.28
C5 1.148 1.479 0.682  -1.84
H6 2.068 1.573 0.107  0.41
H7 -0.620 -0.238 -1.752  0.44
O1 -1.192 -3.709 -0.447  -0.48
H8 0.724 0.893 -1.904  0.42
C6 -0.878 0.156 1.044  -0.96
Br2 -4.075 1.658 -0.244  -0.16
H9 1.494 -1.182 1.161  0.44

Properties
2S+1 = 3
orbital gap (alpha / beta) = 8.51 / 7.27 eV

| no. | molecular weight (g mol⁻¹) |
| --- | --- |
| 1 | 695.9 |
| 2 | 367.3 |
| 3 | 190.2 |
| 4 | 261.6 |
| 5 | 130.2 |
| 6 | 271.0 |